[1]
Here is one molecule with the formula C4H4N2O2 from the Open Molecules 2025 dataset. Energies are from wB97M-V/def2-TZVPD.

```
12
Properties=species:S:1:pos:R:3:forces:R:3
C 1.29113 0.22879 0.03700 4.0 -1.2 0.5
C -1.44144 -0.51246 -0.04445 0.3 -2.1 -1.0
C -0.73933 0.66450 -0.46856 -1.4 1.8 -1.1
C 0.17049 0.98948 0.55805 0.9 1.8 0.2
H 1.43691 -1.96261 0.01800 -0.9 1.3 0.0
H -2.53430 -0.65770 -0.09445 0.9 -0.6 0.2
H -0.17680 0.58409 -1.40792 -0.7 -0.3 -0.3
H -0.09437 0.78631 1.56197 -0.2 -0.3 0.9
N 0.78771 -1.14522 0.01976 0.1 0.3 -0.2
N -0.54703 -1.48303 0.05942 -1.6 0.5 0.5
O 2.46297 0.47337 -0.19859 -1.8 -0.4 0.1
O -0.61593 2.03446 -0.04024 0.4 -1.0 0.2
```
Positions in Å, forces in eV/Å.

The multiplicity is 1. Its energy relative to the best compared isomer or geometry (same formula, charge and spin) is 122.8 kcal/mol. The SMILES is O=C1NN=C[C@H]2O[C@H]12. The value obtained for the HOMO-LUMO gap is 10.2 eV. The charge is 0. As for the energy: -414.650412 a.u.


[2]
Here is one molecule with the formula C4H8N2 from the Open Molecules 2025 dataset. Energies are from wB97M-V/def2-TZVPD.

```
14
Properties=species:S:1:pos:R:3:forces:R:3
C -0.76579 -0.02255 -1.34848 0.3 -0.1 -0.1
N -2.20719 -0.04207 -1.08387 0.0 0.1 0.1
C 0.04081 0.72295 -0.31682 0.1 0.0 0.1
C 0.90268 0.15360 0.50897 -0.2 0.1 -0.1
C 1.63540 -0.96311 1.08111 0.0 -0.3 -0.1
N 1.74747 0.43143 1.59203 0.0 0.2 0.1
H -0.62849 0.41887 -2.34194 0.1 -0.1 0.1
H -0.40495 -1.05595 -1.40877 0.0 0.1 0.0
H -2.61084 0.86261 -1.30661 0.0 -0.1 0.0
H -0.13028 1.79421 -0.20661 -0.1 -0.1 0.0
H -2.35019 -0.17862 -0.08895 -0.1 -0.1 0.0
H 2.54869 -1.32560 0.61268 -0.2 0.0 0.0
H 1.09982 -1.70558 1.67290 0.0 0.2 -0.1
H 1.22993 0.57621 2.45714 0.1 0.0 -0.1
```
Positions in Å, forces in eV/Å.

The multiplicity is 1. Its energy relative to the best compared isomer or geometry (same formula, charge and spin) is 49.5 kcal/mol. The SMILES is NC/C=C1\CN1. The value obtained for the HOMO-LUMO gap is 9.8 eV. The charge is 0. As for the energy: -266.643172 a.u.


[3]
Here is one molecule with the formula C20H27FN4OS from the Open Molecules 2025 dataset. Energies are from wB97M-V/def2-TZVPD.

```
54
Properties=species:S:1:pos:R:3:forces:R:3
C -5.36568 -4.30866 0.75782 0.0 -0.2 0.2
H -4.40096 -4.60639 1.18014 0.0 0.0 0.0
O -5.20759 -3.36974 -0.28018 0.1 0.3 -0.2
C -4.62913 -2.17719 0.00268 0.1 0.3 0.0
C -4.50737 -1.29220 -1.06987 0.0 -0.1 0.0
C -3.92619 -0.05998 -0.87652 -0.1 -0.1 0.1
C -3.43815 0.35165 0.36375 -0.1 -0.2 -0.1
C -3.58570 -0.54121 1.42172 0.0 0.1 -0.3
C -4.16679 -1.78460 1.25593 -0.2 -0.4 0.1
H -4.24992 -2.43872 2.10862 0.0 -0.1 0.1
H -3.21772 -0.25848 2.39714 0.1 0.0 0.1
C -2.80296 1.64720 0.56854 0.3 0.4 -0.2
C -1.77498 2.30031 -0.09574 -0.4 -0.3 0.1
C -1.59247 3.48945 0.63317 -0.3 -0.3 0.0
N -2.43133 3.57037 1.64482 0.1 0.6 0.6
N -3.14792 2.45252 1.60693 0.0 -0.3 -0.3
H -3.89001 2.30190 2.27169 0.1 0.1 -0.1
H -0.88282 4.26940 0.44680 0.2 0.2 0.0
C -0.95602 1.83915 -1.25278 0.0 -0.1 0.1
N 0.38211 1.45975 -0.81461 0.0 0.0 -0.1
C 0.35635 0.27131 0.01611 0.1 0.1 0.3
C 1.74170 0.00428 0.59400 -0.1 -0.2 -0.3
H 2.02751 0.86404 1.19935 0.0 0.0 0.1
H 1.71930 -0.87976 1.23202 0.0 0.0 0.0
C 2.73941 -0.20310 -0.54666 -0.1 0.2 0.2
N 4.05013 -0.59264 -0.04887 0.1 -0.1 0.0
C 4.88266 -1.26616 -1.02702 0.0 -0.2 0.0
C 5.95249 -2.09616 -0.33263 0.2 0.3 0.1
H 6.53895 -2.66139 -1.05450 0.0 -0.1 0.0
H 5.50053 -2.77475 0.39126 -0.1 -0.1 -0.1
S 7.12042 -1.02708 0.55791 -0.1 -0.1 0.1
C 5.85290 -0.17320 1.54069 0.3 -0.1 -0.3
C 4.79844 0.44548 0.63475 0.0 0.0 0.3
H 4.11382 1.02793 1.25277 0.0 0.0 0.0
H 5.29935 1.12842 -0.07370 -0.1 0.0 0.1
H 6.37215 0.59113 2.11571 0.0 0.0 0.1
H 5.40198 -0.90236 2.21416 -0.1 0.1 0.1
H 4.25468 -1.93838 -1.61849 0.0 0.1 0.0
H 5.37526 -0.55688 -1.71580 -0.1 -0.1 0.0
C 2.70496 1.04400 -1.43997 -0.1 -0.3 -0.1
C 1.28184 1.27787 -1.93632 0.2 0.2 0.0
H 1.25252 2.18287 -2.54915 0.0 -0.1 0.0
H 0.96906 0.42619 -2.57141 0.0 0.0 0.0
H 3.02354 1.91554 -0.86746 0.1 0.1 0.0
H 3.37302 0.92135 -2.29484 0.1 0.0 0.0
H 2.38234 -1.05623 -1.13890 0.0 0.1 0.0
H -0.35298 0.43750 0.83024 0.0 -0.1 -0.1
H 0.01356 -0.61260 -0.55766 0.0 0.0 0.0
H -1.45645 1.00497 -1.77111 0.0 0.1 0.0
H -0.85054 2.66566 -1.96110 0.0 -0.1 -0.1
F -3.86190 0.78050 -1.92957 0.0 -0.1 0.2
H -4.87627 -1.57576 -2.04168 0.0 0.0 -0.1
H -6.00968 -3.92214 1.55382 0.0 0.0 0.0
H -5.84046 -5.17452 0.29976 0.0 0.0 0.1
```
Positions in Å, forces in eV/Å.

The multiplicity is 1. Its energy relative to the best compared isomer or geometry (same formula, charge and spin) is 0.3 kcal/mol. The SMILES is COc1ccc(-c2[nH]ncc2CN2CCC(N3CCSCC3)CC2)c(F)c1. The value obtained for the HOMO-LUMO gap is 8.9 eV. The charge is 0. As for the energy: -1570.607241 a.u.


[4]
Here is C10H10N2O2 as an isolated structure from the Open Molecules 2025 dataset. Energies are from wB97M-V/def2-TZVPD.

```
24
Properties=species:S:1:pos:R:3:forces:R:3
C -1.25153 0.67566 0.81782 -3.0 -2.6 2.4
C -1.45161 -0.69949 1.10863 -2.4 0.7 0.6
C -2.48882 -1.36348 0.33297 0.8 0.9 2.8
C -3.25761 -0.66963 -0.57453 3.2 -1.1 1.1
C -2.85842 0.54601 -1.03105 -1.8 -0.6 -0.1
C -1.86846 1.12687 -0.34136 -0.1 5.5 0.5
C 1.17065 -0.86978 -0.23478 -0.7 -3.8 0.1
C 0.92180 0.54429 -0.00685 -1.1 -1.5 -1.6
C 1.96420 1.31937 0.09152 0.0 2.8 0.4
C 3.59074 -0.36070 -0.16163 3.5 -1.3 -0.5
H -0.67024 1.35438 1.47673 -0.9 -0.6 -0.4
H -1.14264 -1.13126 2.10736 0.0 0.3 -1.6
H -2.84887 -2.27491 0.79354 0.2 -0.4 -0.6
H -3.96736 -1.10817 -1.12216 -3.1 -2.0 -1.4
H -3.63559 0.89125 -1.71724 1.2 1.2 -0.3
H -1.69441 2.22821 -0.52102 0.0 -1.1 -0.2
H 2.74950 -2.18475 -0.57720 -0.7 3.0 2.5
H -0.13211 0.89663 -0.03091 3.8 -0.2 -1.3
H 1.95681 2.38598 0.34189 -0.7 -0.3 -0.3
H 3.92605 1.56042 0.14114 1.0 0.7 -0.1
N 2.53536 -1.20696 -0.01128 0.7 -3.9 -3.2
N 3.21195 0.94338 -0.13977 1.8 -0.5 0.5
O 0.44469 -1.89456 -0.45138 1.6 4.0 0.2
O 4.79591 -0.70877 -0.29046 -3.2 0.8 0.4
```
Positions in Å, forces in eV/Å.

The multiplicity is 1. Its energy relative to the best compared isomer or geometry (same formula, charge and spin) is 112.0 kcal/mol. The value obtained for the HOMO-LUMO gap is 8.9 eV. The charge is 0. As for the energy: -646.923513 a.u.